No. 1
Entry from OMol25: a molecular structure, C26H46N2O8P3Re (the ωB97M-V functional and the def2-TZVPD basis).

```
86
Properties=species:S:1:pos:R:3:forces:R:3:mulliken_spin:R:1
Re 1.585030 -0.328226 -0.127389 -1.163 -0.735 1.914 0.801
C 4.416374 2.688090 -1.873779 0.287 0.113 -0.184 -0.005
C 3.351902 1.773437 -1.334862 -0.212 -0.282 0.227 -0.020
O 2.090781 2.379529 -1.079289 0.276 -0.248 0.112 0.012
P 2.941276 0.429410 -2.550405 1.970 1.690 -2.972 0.013
O 4.105601 -0.406615 -3.161413 -0.449 0.425 0.026 0.005
O 2.475020 1.290433 -3.782376 -0.093 -0.175 1.013 0.000
O 1.719956 -0.369872 -2.115728 -0.978 -0.807 2.676 0.045
P 3.789365 0.801496 0.170146 3.226 1.710 -0.328 0.001
O 5.151987 1.305951 0.728708 -0.780 -0.176 -0.676 0.001
O 3.831464 -0.578791 -0.452032 -0.231 -0.836 0.123 0.011
O 2.668910 0.840942 1.214523 -1.944 -0.726 -1.068 0.007
H 4.084511 3.123358 -2.818499 0.048 0.011 0.013 0.000
H 5.335227 2.128443 -2.055720 0.068 0.076 -0.049 0.000
H 4.646771 3.490926 -1.173161 -0.080 -0.057 0.096 0.001
H 1.986782 3.152725 -1.654509 -0.186 0.081 -0.044 0.000
H 4.583690 -1.031350 -2.611995 0.259 -0.363 0.304 -0.001
H 2.748755 1.010485 -4.658537 0.127 -0.135 -0.583 0.000
H 5.271171 1.411746 1.675052 0.241 0.083 0.635 -0.001
C -4.460210 -1.762908 1.767518 -0.459 0.102 0.074 0.000
C -3.570183 -1.029122 2.754056 0.055 -0.051 0.052 0.001
C -2.549747 -0.114987 2.040672 -0.387 0.048 0.167 0.006
C -2.208513 -0.688613 0.661114 0.484 -0.272 0.240 0.026
C -2.195584 -2.218693 0.763377 0.069 -0.017 -0.296 -0.006
C -3.652618 -2.678961 0.850051 -0.004 -0.445 -0.001 0.001
P -0.783048 0.131355 -0.236283 -2.295 1.209 -0.244 0.096
C -0.866534 1.970518 0.105064 0.458 -0.488 0.149 -0.059
C -2.186616 2.699448 -0.161382 -0.334 0.281 -0.057 -0.002
C -2.243405 4.032137 0.617136 0.058 -0.155 -0.034 0.000
C -0.865234 4.655011 0.723705 -0.045 0.423 -0.130 0.000
C 0.078235 3.769570 1.535332 0.122 -0.046 0.493 0.003
C -0.369074 2.303815 1.516627 0.094 0.157 -0.215 0.014
C -1.271259 -0.060447 -2.047836 0.832 -0.421 -0.121 0.014
C -1.082332 -1.514487 -2.497229 -0.011 0.058 0.001 -0.009
C -1.383587 -1.623730 -3.987983 0.448 -0.338 -0.076 0.002
C -2.834227 -1.252632 -4.287886 -0.456 -0.060 -0.360 0.000
C -3.530757 -0.636856 -3.085236 0.115 -0.049 0.036 0.000
C -2.667389 0.445109 -2.439305 -0.589 0.195 0.223 -0.003
H -5.032674 -1.035676 1.186953 0.018 0.061 -0.069 0.000
H -5.211509 -2.343660 2.304557 0.053 0.042 -0.011 0.000
H -3.041139 -1.765960 3.359942 -0.010 0.009 0.157 0.000
H -4.184278 -0.429874 3.425722 0.138 -0.020 0.081 0.000
H -1.670247 -0.004190 2.671147 0.132 0.105 0.085 0.000
H -3.000759 0.868753 1.932182 0.123 0.148 -0.020 0.000
H -3.048914 -0.439634 0.004168 0.249 0.154 -0.256 -0.003
H -1.679003 -2.525382 1.668452 0.077 -0.031 0.130 -0.002
H -1.675056 -2.697840 -0.060722 0.003 -0.113 -0.115 0.001
H -3.673175 -3.703095 1.228994 0.037 0.034 -0.029 0.000
H -4.117301 -2.715788 -0.137486 0.131 0.027 -0.071 0.000
H -0.116050 2.352817 -0.593416 -0.079 0.000 -0.027 0.011
H -3.052056 2.107272 0.132055 -0.034 -0.121 -0.106 0.000
H -2.271074 2.926746 -1.222869 -0.069 -0.144 -0.057 0.000
H -2.639760 3.865227 1.619401 -0.095 0.024 0.028 0.000
H -2.929546 4.705447 0.105091 -0.057 -0.044 0.059 0.001
H -0.938829 5.648202 1.169802 0.055 -0.078 0.011 0.000
H -0.469558 4.824852 -0.280913 0.024 -0.036 -0.106 0.000
H 0.106365 4.099979 2.576954 0.017 0.010 -0.078 0.000
H 1.097378 3.855556 1.159132 0.109 -0.023 -0.035 0.001
H -1.180144 2.166135 2.227585 0.067 -0.122 0.055 0.000
H 0.459424 1.655416 1.810454 0.027 -0.043 0.231 -0.012
H -0.503302 0.532698 -2.557453 -0.074 0.063 0.000 -0.001
H -1.773110 -2.167403 -1.969644 0.076 -0.065 0.123 0.001
H -0.063818 -1.834232 -2.268220 -0.012 -0.307 -0.063 0.007
H -1.178691 -2.642002 -4.325858 0.027 0.050 0.072 0.000
H -0.693488 -0.986428 -4.543035 0.059 0.126 -0.016 0.000
H -3.398445 -2.132853 -4.605072 0.088 0.056 0.006 0.000
H -2.874600 -0.558562 -5.130803 -0.002 0.000 0.067 0.000
H -3.754951 -1.408616 -2.346783 -0.135 -0.059 0.036 0.000
H -4.484887 -0.209933 -3.393345 0.010 0.051 0.115 0.000
H -3.207888 0.833122 -1.577865 -0.010 0.174 -0.094 0.001
H -2.570851 1.263543 -3.153383 0.128 0.145 0.119 0.002
N 5.421160 -3.818507 2.365590 0.448 -0.285 -0.477 0.000
C 4.690674 -3.127969 3.241180 -0.404 0.216 0.197 -0.001
O 5.091842 -2.606835 4.253713 -0.035 -0.049 0.078 -0.001
C 3.227251 -2.879834 2.902581 0.086 0.266 -0.401 -0.009
C 2.265031 -3.031974 3.897248 -0.112 0.142 -0.289 0.003
C 1.000496 -2.516563 3.654728 0.091 0.147 -0.175 0.006
C 0.766194 -1.823320 2.480834 -0.902 0.291 0.178 -0.022
N 1.683480 -1.691919 1.510542 0.349 0.335 -1.396 0.033
C 2.883174 -2.249873 1.716518 1.255 -0.806 0.532 0.015
H 6.389282 -4.002575 2.596828 -0.082 0.007 -0.030 0.000
H 5.022220 -4.304119 1.579601 -0.008 -0.104 0.158 0.000
H 2.513329 -3.519181 4.829429 0.032 0.023 0.099 0.000
H 0.221680 -2.601025 4.396606 -0.145 0.060 -0.028 0.000
H -0.164645 -1.313551 2.297206 -0.157 -0.095 0.121 0.027
H 3.618277 -2.155036 0.931429 -0.027 -0.001 0.074 -0.010
```
Forces are in eV/Å.

Values from the calculation:
spin multiplicity = 2
HOMO energy (alpha / beta) = -17.56 / -17.57 eV
charge = +3
Kohn-Sham gap (alpha / beta) = 5.06 / 5.49 eV
LUMO (alpha / beta) = -0.4594 / -0.4440 hartree

***

No. 2
Entry from OMol25: a single C2H4N4O2 molecule (the ωB97M-V functional and the def2-TZVPD basis).

```
12
Properties=species:S:1:pos:R:3:forces:R:3:nbo_charge:R:1
H 0.834906 -1.639175 1.147425 3.343 2.853 1.059 0.374
N 1.691781 -0.731764 1.315718 -2.878 -4.165 0.932 -0.529
C 1.457601 -0.122694 0.290175 -1.748 0.406 -2.752 0.393
N 1.885793 1.194450 -0.155156 1.524 -2.927 3.500 -0.164
N 1.225845 1.501792 -1.056769 -2.715 3.662 -5.182 0.188
O 0.248664 0.524655 -1.596401 3.302 0.818 0.506 -0.259
N 0.524287 -0.628584 -0.855263 -0.038 2.065 0.317 0.089
O -0.736513 -0.914219 -0.464665 -2.108 -2.690 0.677 -0.395
C -1.646682 0.044459 0.105168 1.479 1.467 3.962 -0.320
H -1.075038 0.352876 1.140145 -1.377 0.046 -2.288 0.168
H -2.439645 -0.620439 0.566640 0.515 1.006 -1.319 0.229
H -1.970998 1.038643 -0.437017 0.701 -2.542 0.587 0.226
```
Forces are in eV/Å.

Values from the calculation:
HOMO energy = -10.11 eV
SMILES = [H]/N=c1/nnon1OC
Kohn-Sham gap = 9.98 eV
LUMO = -0.0048 hartree

***

For the records above, the corresponding energy values read -77043.0635, -12186.1791 eV.
For the records above, the corresponding ΔE to the lowest compared entry with this formula, charge and spin values read 240.6, 705.2 kJ/mol.